[1]
DFT (the ωB97M-V functional and the def2-TZVPD basis) results for a cluster of 2 separate species, CH5NO2 in total.

Computed properties:
Total charge: 0
Energy above the lowest of the compared OMol25 structures with the same formula, charge and spin in kJ/mol: 18.3
HOMO in eV: -9.86
Multiplicity: 1
Frontier orbital gap in eV: 10.509
Maximum force in eV Å⁻¹: 1.43

Geometry as XYZ:
```
9
CH5NO2 the ωB97M-V functional and the def2-TZVPD basis
O 1.445 0.079 -1.062
C 1.304 -0.935 -0.413
O 0.204 -1.348 0.174
H 2.143 -1.633 -0.259
H -0.432 -0.421 0.154
N -1.082 0.831 0.331
H -1.821 0.973 -0.343
H -1.424 0.956 1.273
H -0.337 1.497 0.145
```

***

[2]
DFT (the ωB97M-V functional and the def2-TZVPD basis) results for a structure of composition CH5NO2.

Computed properties:
Total charge: 0
Energy above the lowest of the compared OMol25 structures with the same formula, charge and spin in kJ/mol: 94.0
HOMO in eV: -9.90
Multiplicity: 1
Frontier orbital gap in eV: 10.576
Maximum force in eV Å⁻¹: 3.47

Geometry as XYZ:
```
9
CH5NO2 the ωB97M-V functional and the def2-TZVPD basis
O -0.719 0.755 -0.547
C -0.035 0.933 0.443
N 0.553 -0.029 1.138
H -0.066 1.886 1.026
H 0.549 -0.994 0.799
H 1.137 0.229 1.938
O -0.394 -1.281 -1.428
H -0.522 -1.089 -2.385
H -0.503 -0.410 -0.984
```

***

[3]
DFT (the ωB97M-V functional and the def2-TZVPD basis) results for a cluster of 2 separate species, CH5NO2 in total.

Computed properties:
Total charge: +1
Energy above the lowest of the compared OMol25 structures with the same formula, charge and spin in kJ/mol: 57.5
HOMO (spin up / spin down) in eV: -16.60 / -16.45
<S²>: 0.76
Multiplicity: 2
Frontier orbital gap (spin up / spin down) in eV: 11.206 / 6.357
Maximum force in eV Å⁻¹: 3.24

Geometry as XYZ:
```
9
CH5NO2 the ωB97M-V functional and the def2-TZVPD basis
C -0.513 -1.144 -0.581
N 0.520 -0.944 0.234
O -1.114 -0.124 -0.936
H -0.858 -2.165 -0.785
H 0.958 -0.023 0.347
H 0.854 -1.693 0.832
H -0.389 1.661 -0.232
H 0.130 2.477 0.938
O 0.410 1.957 0.182
```

***

[4]
DFT (the ωB97M-V functional and the def2-TZVPD basis) results for a cluster of 2 separate species, CH5NO2S2 in total.

Computed properties:
Total charge: 0
Energy above the lowest of the compared OMol25 structures with the same formula, charge and spin in kJ/mol: 485.5
HOMO in eV: -9.12
Multiplicity: 1
Frontier orbital gap in eV: 8.707
Maximum force in eV Å⁻¹: 5.54

Geometry as XYZ:
```
11
CH5NO2S2 the ωB97M-V functional and the def2-TZVPD basis
C 0.778 -0.914 0.348
N -0.242 1.575 0.408
O -1.182 -0.057 -1.236
O 0.988 1.026 -1.640
S -0.438 -1.548 1.362
S 0.067 0.453 -0.725
H 1.735 -0.899 0.821
H 1.024 -2.002 -1.199
H -1.000 1.211 0.911
H -0.042 2.543 0.368
H -1.689 -1.387 0.581
```

***

[5]
DFT (the ωB97M-V functional and the def2-TZVPD basis) results for the molecule CH5NO3.

Computed properties:
Total charge: 0
Energy above the lowest of the compared OMol25 structures with the same formula, charge and spin in kJ/mol: 307.8
HOMO in eV: -9.82
Multiplicity: 1
Frontier orbital gap in eV: 10.531
Maximum force in eV Å⁻¹: 2.34

Geometry as XYZ:
```
10
CH5NO3 the ωB97M-V functional and the def2-TZVPD basis
N 1.367 0.012 0.462
O 0.583 0.250 -0.715
C -0.859 -0.012 -0.584
O -1.138 -1.173 0.085
O -1.312 1.119 0.022
H 1.717 -0.943 0.403
H 2.177 0.618 0.329
H -1.232 -0.085 -1.608
H -0.793 -1.106 0.987
H -0.510 1.321 0.619
```

***

[6]
DFT (the ωB97M-V functional and the def2-TZVPD basis) results for a cluster of 2 separate species, CH5NO3 in total.

Computed properties:
Total charge: 0
Energy above the lowest of the compared OMol25 structures with the same formula, charge and spin in kJ/mol: 79.1
HOMO in eV: -10.20
Multiplicity: 1
Frontier orbital gap in eV: 10.407
Maximum force in eV Å⁻¹: 1.76

Geometry as XYZ:
```
10
CH5NO3 the ωB97M-V functional and the def2-TZVPD basis
N -0.375 0.509 -0.260
C 0.353 1.674 -0.148
O 0.274 2.634 -0.866
O 0.966 1.805 1.056
H -0.387 -0.071 0.555
H -0.567 0.032 -1.120
H 1.133 1.013 1.564
O -0.193 -2.245 -0.338
H -1.150 -2.242 -0.514
H -0.055 -3.108 0.069
```

***

[7]
DFT (the ωB97M-V functional and the def2-TZVPD basis) results for the ion CH5NOP with charge -1.

Computed properties:
Total charge: -1
Energy above the lowest of the compared OMol25 structures with the same formula, charge and spin in kJ/mol: 355.8
HOMO in eV: -2.59
Multiplicity: 1
Frontier orbital gap in eV: 7.109
Maximum force in eV Å⁻¹: 2.06

Geometry as XYZ:
```
9
CH5NOP the ωB97M-V functional and the def2-TZVPD basis
C 1.086 0.630 0.221
N -0.320 0.529 -0.249
O -1.469 1.400 0.032
P -1.659 -0.414 0.150
H 1.448 -0.424 0.117
H 1.790 1.096 -0.497
H 1.108 0.987 1.280
H -1.103 -1.669 -0.570
H -2.513 -0.243 -1.067
```

***

[8]
DFT (the ωB97M-V functional and the def2-TZVPD basis) results for a structure of composition CH5NOP2.

Computed properties:
Total charge: 0
Energy above the lowest of the compared OMol25 structures with the same formula, charge and spin in kJ/mol: 230.8
HOMO (spin up / spin down) in eV: -7.74 / -7.74
Multiplicity: 1
Frontier orbital gap (spin up / spin down) in eV: 6.816 / 6.815
Maximum force in eV Å⁻¹: 2.36

Geometry as XYZ:
```
10
CH5NOP2 the ωB97M-V functional and the def2-TZVPD basis
C -0.437 -1.228 0.580
N 0.127 1.594 0.215
O -1.469 -0.697 0.121
P 1.231 0.309 0.254
P -1.237 1.782 -0.715
H -0.528 -1.339 1.644
H -0.118 2.131 0.993
H 1.019 0.030 -1.202
H 0.149 -1.954 -0.077
H -0.928 0.779 -1.571
```

***

[9]
DFT (the ωB97M-V functional and the def2-TZVPD basis) results for the molecule CH5NOP2.

Computed properties:
Total charge: 0
Energy above the lowest of the compared OMol25 structures with the same formula, charge and spin in kJ/mol: 242.8
HOMO in eV: -8.86
Multiplicity: 1
Frontier orbital gap in eV: 8.840
Maximum force in eV Å⁻¹: 3.59

Geometry as XYZ:
```
10
CH5NOP2 the ωB97M-V functional and the def2-TZVPD basis
C -2.266 0.140 -0.040
P -0.924 -0.998 0.488
N 0.279 -0.130 -0.065
O 1.497 -0.720 0.365
P 2.977 0.054 0.380
H -3.194 -0.434 -0.346
H -2.468 0.645 0.880
H -2.028 0.879 -0.699
H 2.513 1.098 -0.316
H 3.614 -0.534 -0.645
```

***

[10]
DFT (the ωB97M-V functional and the def2-TZVPD basis) results for a cluster of 2 separate species, CH5NOS2 in total.

Computed properties:
Total charge: 0
Energy above the lowest of the compared OMol25 structures with the same formula, charge and spin in kJ/mol: 16.1
HOMO in eV: -9.24
Multiplicity: 1
Frontier orbital gap in eV: 9.897
Maximum force in eV Å⁻¹: 0.31

Geometry as XYZ:
```
10
CH5NOS2 the ωB97M-V functional and the def2-TZVPD basis
N -3.957 -0.099 0.305
C -3.137 0.258 -0.715
O -1.963 -0.021 -0.787
H -3.689 -0.822 0.949
H -4.909 0.217 0.317
H -3.637 0.836 -1.511
S 2.529 -0.963 0.023
S 1.869 0.897 0.580
H 1.339 -1.481 -0.336
H 1.885 1.498 -0.624
```

***

[11]
DFT (the ωB97M-V functional and the def2-TZVPD basis) results for a cluster of 2 separate species, CH5NOS2 in total.

Computed properties:
Total charge: +1
Energy above the lowest of the compared OMol25 structures with the same formula, charge and spin in kJ/mol: 45.5
HOMO (spin up / spin down) in eV: -13.94 / -13.91
<S²>: 0.75
Multiplicity: 2
Frontier orbital gap (spin up / spin down) in eV: 8.680 / 5.097
Maximum force in eV Å⁻¹: 1.82

Geometry as XYZ:
```
10
CH5NOS2 the ωB97M-V functional and the def2-TZVPD basis
S -0.209 0.770 -1.904
S -1.173 -0.914 -1.237
H 0.410 1.285 -0.817
H -2.384 -0.594 -1.757
C 1.066 -0.301 2.134
N 0.805 0.327 3.283
O 1.206 0.231 1.047
H 1.124 -1.402 2.210
H 0.417 1.252 3.148
H 0.434 -0.048 4.146
```

***

[12]
DFT (the ωB97M-V functional and the def2-TZVPD basis) results for the molecule CH5NP2.

Computed properties:
Total charge: 0
Energy above the lowest of the compared OMol25 structures with the same formula, charge and spin in kJ/mol: 56.0
HOMO in eV: -9.01
Multiplicity: 1
Frontier orbital gap in eV: 8.373
Maximum force in eV Å⁻¹: 2.89

Geometry as XYZ:
```
9
CH5NP2 the ωB97M-V functional and the def2-TZVPD basis
H -0.706 1.098 -3.634
P 0.578 0.509 -2.958
N 0.346 0.845 -1.467
P 1.279 0.692 -0.081
C -0.179 -0.105 0.993
H 1.676 -0.669 -0.056
H -0.485 -0.911 0.299
H -1.035 0.626 1.122
H 0.235 -0.491 1.892
```

***

[13]
DFT (the ωB97M-V functional and the def2-TZVPD basis) results for a cluster of 2 separate species, CH5NP2 in total.

Computed properties:
Total charge: 0
Energy above the lowest of the compared OMol25 structures with the same formula, charge and spin in kJ/mol: 224.9
HOMO in eV: -8.01
Multiplicity: 1
Frontier orbital gap in eV: 7.064
Maximum force in eV Å⁻¹: 3.00

Geometry as XYZ:
```
9
CH5NP2 the ωB97M-V functional and the def2-TZVPD basis
C -0.923 0.689 0.853
N 0.937 -0.344 -0.498
P 1.460 0.362 -1.801
P 0.496 -0.463 1.030
H -1.774 0.604 1.584
H -1.239 0.647 -0.217
H -0.512 1.745 0.711
H 1.534 -0.802 -2.614
H 0.022 -2.437 0.952
```

***

[14]
DFT (the ωB97M-V functional and the def2-TZVPD basis) results for a structure of composition CH5NP2.

Computed properties:
Total charge: 0
Energy above the lowest of the compared OMol25 structures with the same formula, charge and spin in kJ/mol: 198.0
HOMO in eV: -8.05
Multiplicity: 1
Frontier orbital gap in eV: 8.976
Maximum force in eV Å⁻¹: 2.23

Geometry as XYZ:
```
9
CH5NP2 the ωB97M-V functional and the def2-TZVPD basis
C 1.587 0.226 -0.067
N 2.651 -0.230 -0.160
P -0.532 -0.771 0.044
P -1.659 1.079 0.263
H 3.443 -0.698 -0.520
H -1.657 -1.678 0.069
H -0.345 -0.890 1.576
H -0.989 2.133 -0.318
H -2.500 0.829 -0.887
```

***

[15]
DFT (the ωB97M-V functional and the def2-TZVPD basis) results for a cluster of 2 separate species, CH5NS in total.

Computed properties:
Total charge: 0
Energy above the lowest of the compared OMol25 structures with the same formula, charge and spin in kJ/mol: 102.4
HOMO in eV: -8.33
Multiplicity: 1
Frontier orbital gap in eV: 8.356
Maximum force in eV Å⁻¹: 2.36

Geometry as XYZ:
```
8
CH5NS the ωB97M-V functional and the def2-TZVPD basis
C -1.179 0.443 0.854
N -0.071 0.315 0.213
H -1.582 -0.399 1.441
H -1.757 1.356 0.781
H 0.066 1.029 -0.510
S 1.655 -1.491 -1.299
H 0.494 -0.858 -0.433
H 2.374 -0.395 -1.046
```

***

[16]
DFT (the ωB97M-V functional and the def2-TZVPD basis) results for a cluster of 2 separate species, CH5NS in total.

Computed properties:
Total charge: 0
Energy above the lowest of the compared OMol25 structures with the same formula, charge and spin in kJ/mol: 38.8
HOMO in eV: -10.00
Multiplicity: 1
Frontier orbital gap in eV: 10.837
Maximum force in eV Å⁻¹: 0.99

Geometry as XYZ:
```
8
CH5NS the ωB97M-V functional and the def2-TZVPD basis
C 0.206 0.364 -1.079
N 0.791 1.000 -1.999
H -0.220 0.857 -0.206
H 0.258 -0.719 -1.110
H 0.762 1.999 -1.815
S -0.798 -1.217 2.667
H -1.231 -0.633 1.557
H 0.231 -1.651 1.986
```

***

[17]
DFT (the ωB97M-V functional and the def2-TZVPD basis) results for the molecule CH5NSi2.

Computed properties:
Total charge: 0
Energy above the lowest of the compared OMol25 structures with the same formula, charge and spin in kJ/mol: 42.8
HOMO in eV: -10.85
Multiplicity: 1
Frontier orbital gap in eV: 11.188
Maximum force in eV Å⁻¹: 9.42

Geometry as XYZ:
```
9
CH5NSi2 the ωB97M-V functional and the def2-TZVPD basis
N 0.212 2.532 1.976
C -0.302 1.534 1.443
Si -0.760 0.015 0.536
Si 0.747 -0.852 -1.064
H -1.041 -0.644 1.809
H -2.013 0.114 -0.252
H 0.703 -2.215 -1.219
H 0.260 -0.134 -2.248
H 2.194 -0.351 -0.980
```

***

[18]
DFT (the ωB97M-V functional and the def2-TZVPD basis) results for a cluster of 2 separate species, CH5O2 in total.

Computed properties:
Total charge: -1
Energy above the lowest of the compared OMol25 structures with the same formula, charge and spin in kJ/mol: 16.7
HOMO in eV: -2.58
Multiplicity: 1
Frontier orbital gap in eV: 7.441
Maximum force in eV Å⁻¹: 1.46

Geometry as XYZ:
```
8
CH5O2 the ωB97M-V functional and the def2-TZVPD basis
O 1.996 -0.300 0.230
H 1.717 -0.122 1.106
C -1.372 0.656 -0.065
O -0.715 -0.495 -0.274
H -0.822 1.349 0.628
H -2.401 0.582 0.397
H -1.644 1.336 -0.926
H 1.098 -0.429 -0.183
```

***

[19]
DFT (the ωB97M-V functional and the def2-TZVPD basis) results for the molecule CH5O2P.

Computed properties:
Total charge: 0
Energy above the lowest of the compared OMol25 structures with the same formula, charge and spin in kJ/mol: 194.0
HOMO in eV: -8.24
Multiplicity: 1
Frontier orbital gap in eV: 8.738
Maximum force in eV Å⁻¹: 3.11

Geometry as XYZ:
```
9
CH5O2P the ωB97M-V functional and the def2-TZVPD basis
O -0.440 0.177 1.958
C 0.408 -0.109 0.966
P -0.296 -0.223 -1.006
O -0.309 0.809 -2.426
H -1.085 -0.499 2.102
H 0.649 -1.104 0.883
H 1.258 0.418 1.235
H 0.744 -0.973 -1.512
H -0.930 1.504 -2.200
```

***

[20]
DFT (the ωB97M-V functional and the def2-TZVPD basis) results for a cluster of 2 separate species, CH5O2PS in total.

Computed properties:
Total charge: 0
Energy above the lowest of the compared OMol25 structures with the same formula, charge and spin in kJ/mol: 566.8
HOMO (spin up / spin down) in eV: -9.24 / -8.89
Multiplicity: 1
Frontier orbital gap (spin up / spin down) in eV: 7.299 / 8.471
Maximum force in eV Å⁻¹: 4.77

Geometry as XYZ:
```
10
CH5O2PS the ωB97M-V functional and the def2-TZVPD basis
C -0.143 -0.308 1.831
O -1.100 2.030 -1.305
O -1.729 -0.386 -1.431
P 1.223 -0.008 -1.810
S -0.767 0.658 -1.019
H 0.106 0.797 1.960
H -0.958 -0.698 2.277
H 0.513 -0.987 1.224
H 0.864 -1.389 -1.229
H 1.992 0.291 -0.500
```

***

M for every record listed, in sequence, given in g/mol: 63.06; 63.06; 63.06; 127.19; 79.05; 79.06; 78.03; 109.00; 109.00; 111.19; 111.19; 93.01; 93.01; 93.01; 63.12; 63.12; 87.23; 49.05; 80.02; 112.09.